The following is a quantum chemistry calculation of a molecular structure, C35H37BaNO3P2 at a distorted geometry, from the OMol25 dataset.

Atoms and positions in Å:
Ba 2.920720 -2.960412 4.326426
C 5.400460 -4.145086 2.502385
C 4.939212 -3.106571 1.791789
C 4.245046 -3.144709 0.458642
C 2.697675 -3.265620 0.525608
C 2.173718 -4.239796 1.535227
C 2.777880 -5.381490 1.887866
C 4.028818 -5.960860 1.306393
C 5.290340 -5.587942 2.124458
C 0.571253 -4.100876 4.850040
H 6.014915 -3.968584 3.397769
H 5.129103 -2.083210 2.149571
H 4.652498 -3.933849 -0.188696
H 4.463418 -2.185322 -0.047268
H 2.271294 -2.273467 0.757879
H 2.330995 -3.500915 -0.490848
H 1.191095 -3.991332 1.974517
H 2.362608 -5.978338 2.712109
H 4.166045 -5.688859 0.252739
H 3.946535 -7.063040 1.342819
H 5.283813 -6.188146 3.049373
H 6.184875 -5.907041 1.560548
H 0.865831 -4.513911 5.837376
H 0.278390 -4.918938 4.173581
H -0.250268 -3.368613 4.964448
P -1.007048 3.980369 -0.656306
P -3.705631 1.839015 -1.080535
C -1.487607 3.180262 -2.205952
C -2.477842 2.254305 -2.336310
C -0.449445 5.635306 -1.229618
C 0.020817 5.876858 -2.527744
C 0.444097 7.158250 -2.895978
C 0.406642 8.205305 -1.971137
C -0.065669 7.970995 -0.672478
C -0.506888 6.700106 -0.303596
C 0.604954 3.143910 -0.303836
C 0.535752 1.791738 0.087746
C 1.706997 1.070607 0.321848
C 2.955913 1.687186 0.163347
C 3.025158 3.035230 -0.204831
C 1.853970 3.772637 -0.405727
C -5.250599 2.166941 -2.069099
C -5.540540 3.519552 -2.337914
C -6.637964 3.861165 -3.128188
C -7.463155 2.860459 -3.657691
C -7.189814 1.517923 -3.379585
C -6.105714 1.171208 -2.564009
C -3.661725 0.006076 -1.114536
C -4.139135 -0.672360 0.026570
C -4.166667 -2.066209 0.044565
C -3.707165 -2.794337 -1.061367
C -3.224348 -2.122079 -2.187526
C -3.182082 -0.724009 -2.208826
H -0.895198 3.441662 -3.091243
H -2.626889 1.767997 -3.311567
H 0.070608 5.075418 -3.261552
H 0.805770 7.327465 -3.911443
H 0.742989 9.202364 -2.262059
H -0.089969 8.785466 0.053347
H -0.891216 6.517679 0.701939
H -0.440021 1.313730 0.199436
H 1.647995 0.024812 0.630509
H 3.873202 1.118884 0.332096
H 3.993580 3.521228 -0.333891
H 1.916979 4.833570 -0.654738
H -4.889851 4.298326 -1.934776
H -6.852870 4.910811 -3.333150
H -8.317481 3.128185 -4.281744
H -7.822234 0.731599 -3.794817
H -5.920660 0.120735 -2.331629
H -4.490148 -0.097476 0.885870
H -4.547427 -2.588598 0.923516
H -3.723252 -3.885629 -1.043011
H -2.874208 -2.678933 -3.058139
H -2.781256 -0.214346 -3.082487
O 4.282525 -7.012798 5.812158
N 4.690676 -5.854888 5.798230
O 5.785589 -5.448837 6.188914
O 3.831235 -4.907911 5.264193

Forces on atoms 1 to 2 (eV/Å):
Ba -0.330 -0.203 0.144
C 0.590 0.425 -0.209

As for the HOMO energy: -6.661 eV. The value obtained for the orbital gap is 6.02 eV. As for the charge: 0. The calculation puts the total energy at -2344.34795 hartree. Its spin multiplicity is 1.



The following is a quantum chemistry calculation of a molecular structure, C35H37BrFGaN5O4SSb at a distorted geometry, from the OMol25 dataset.

Atoms and positions in Å:
Ga -0.655222 -1.300743 1.116389
S -1.384226 0.622343 2.060292
Sb -0.752142 2.176443 0.418811
C -2.055462 2.212280 -1.165814
C -1.614102 2.372336 -2.478370
C -2.554975 2.591684 -3.476290
C -3.906459 2.643545 -3.154611
C -4.331883 2.473512 -1.840941
C -3.404090 2.267178 -0.827878
C -0.917013 3.987199 1.409304
C -0.560587 5.137704 0.701590
C -0.671141 6.372019 1.323849
C -1.134176 6.448463 2.632547
C -1.488144 5.299994 3.327177
C -1.381209 4.056243 2.718419
C 1.247873 1.892340 -0.010823
C 2.123095 2.133844 1.047082
C 3.489952 2.048255 0.817470
C 3.966678 1.730666 -0.452468
C 3.085926 1.484626 -1.498567
C 1.715236 1.564467 -1.281288
H -0.563086 2.326843 -2.734160
H -2.235583 2.724330 -4.504813
H -4.633530 2.815783 -3.938379
H -5.387374 2.512801 -1.602011
H -3.735788 2.150488 0.196369
H -0.203366 5.089127 -0.323073
H -0.398586 7.272402 0.788388
H -1.221177 7.414052 3.114310
H -1.849342 5.369729 4.345197
H -1.659299 3.166080 3.266151
H 1.755900 2.412502 2.028581
H 4.184724 2.258786 1.623832
H 5.035381 1.694804 -0.631920
H 3.461850 1.254310 -2.489178
H 1.033570 1.378199 -2.101692
Br -5.504591 -3.109660 3.274843
C -3.648079 -3.286812 3.263521
C -3.022276 -4.342322 3.904497
C -1.640612 -4.425714 3.858282
C -0.933222 -3.465781 3.170556
N -1.540242 -2.442702 2.555028
C -2.884240 -2.353407 2.598400
H -3.606349 -5.086202 4.430840
H -1.114454 -5.232104 4.350487
H 0.145819 -3.501050 3.107064
H -3.350093 -1.512665 2.105444
C 3.352211 -2.924848 3.313788
C 3.743096 -1.712035 2.476782
N 3.467027 -1.867824 1.035184
C 4.623750 -2.172266 0.153812
C 4.872991 -3.657525 -0.035308
C 2.224562 -1.806813 0.582165
C 1.910442 -2.108562 -0.850603
N 1.212947 -1.514923 1.396683
H 3.435525 -2.686821 4.375243
H 4.009520 -3.768978 3.107022
H 2.329081 -3.248449 3.115179
H 4.810726 -1.531499 2.566867
H 3.258441 -0.798442 2.826645
H 5.483459 -1.694509 0.618806
H 4.477490 -1.668857 -0.795448
H 5.108629 -4.146756 0.911360
H 5.720114 -3.808015 -0.706962
H 4.003646 -4.154697 -0.471589
H 2.778413 -2.187438 -1.490186
H 1.254387 -1.351937 -1.261866
H 1.382474 -3.063356 -0.888625
H 1.477612 -1.370427 2.360307
F -4.302685 0.806763 -4.799350
C -3.150593 0.218646 -4.511676
C -3.077553 -0.816770 -3.686908
N -1.853620 -1.405842 -3.363791
C -1.753187 -2.504500 -2.431841
C -1.341083 -2.026005 -1.071867
O -1.184117 -2.834438 -0.094379
O -1.102397 -0.807769 -0.839968
C -0.657087 -0.903291 -3.832816
O 0.420820 -1.341385 -3.463698
N -0.782612 0.113340 -4.744674
C -1.955779 0.776127 -5.142118
O -1.930817 1.709322 -5.898267
H -3.964225 -1.233828 -3.227767
H -0.991682 -3.206691 -2.764711
H -2.690963 -3.049360 -2.356485
H 0.077158 0.454444 -5.151387

Forces on atoms 1 to 2 (eV/Å):
Ga -0.110 -0.032 0.019
S -0.090 0.125 0.017

As for the HOMO energy: -13.730 eV. The value obtained for the orbital gap is 8.64 eV. As for the charge: +2. The calculation puts the total energy at -7167.40616 hartree. Its spin multiplicity is 1.



The following is a quantum chemistry calculation of a molecular structure, C35H37ClCrO4P2 at a distorted geometry, from the OMol25 dataset.

Atoms and positions in Å:
Cr 0.082716 1.163120 -4.202100
C -2.075452 1.255343 -6.058891
C -1.904614 -0.043796 -5.784873
C -1.162663 -0.968413 -6.654318
C 0.233501 -0.467344 -7.052492
C 0.926783 0.387520 -5.979177
C 0.759834 1.798771 -5.977880
C -0.085416 2.557256 -6.960413
C -1.503184 2.052741 -7.195667
C 0.532342 0.297795 -0.191704
H -2.776770 1.811063 -5.447616
H -2.551189 -0.536404 -5.052043
H -1.736360 -1.134209 -7.584479
H -1.058553 -1.938835 -6.155128
H 0.875886 -1.345907 -7.251843
H 0.176875 0.072145 -8.017430
H 1.918187 -0.034421 -5.727769
H 1.331305 2.407171 -5.331724
H 0.492463 2.519244 -7.882296
H -0.118017 3.600808 -6.607614
H -2.139788 2.946409 -7.338309
H -1.539111 1.415404 -8.097870
H -0.119226 0.633707 1.744899
H 1.352173 0.797032 0.378886
H 0.030561 -0.667617 0.085841
P -1.379716 -1.101355 -2.628884
P 2.024320 -0.227576 -2.596735
C -0.133248 -1.714608 -3.656052
C 1.210444 -1.353030 -3.675735
C -2.227652 -2.414216 -1.863918
C -2.788512 -3.466319 -2.614188
C -3.595310 -4.409089 -1.981727
C -3.785974 -4.337007 -0.597928
C -3.151185 -3.349595 0.170187
C -2.355035 -2.399899 -0.460250
C -2.570810 0.235515 -2.866946
C -2.107326 1.569164 -3.027936
C -2.871302 2.680324 -2.684212
C -4.256954 2.533360 -2.657777
C -4.793462 1.242724 -2.736291
C -3.986956 0.098089 -2.769511
C 3.321314 -1.079173 -1.727531
C 2.963489 -2.202142 -0.962094
C 3.948414 -3.011936 -0.383639
C 5.309738 -2.722386 -0.572678
C 5.666558 -1.548209 -1.252975
C 4.680695 -0.712733 -1.795311
C 2.674189 1.462639 -2.887329
C 2.493358 2.451620 -1.898614
C 2.801424 3.773909 -2.133605
C 3.314784 4.188505 -3.358266
C 3.581034 3.217572 -4.325629
C 3.369718 1.857092 -4.061711
H -0.420711 -2.583953 -4.243306
H 1.809640 -1.927163 -4.381204
H -2.624215 -3.521478 -3.692039
H -4.092485 -5.204771 -2.548318
H -4.414220 -5.058506 -0.091560
H -3.289724 -3.303287 1.252657
H -1.837714 -1.623217 0.092623
H -1.429776 1.797615 -3.927927
H -2.363475 3.633595 -2.582030
H -4.866267 3.422452 -2.536893
H -5.884252 1.157759 -2.800092
H -4.452956 -0.896805 -2.758808
H 1.912642 -2.449178 -0.835668
H 3.671773 -3.893558 0.198062
H 6.083020 -3.412731 -0.194931
H 6.729064 -1.312766 -1.371781
H 4.983605 0.206428 -2.286184
H 2.058498 2.171432 -0.944242
H 2.648767 4.490020 -1.338674
H 3.536359 5.241651 -3.526594
H 3.995230 3.537410 -5.278646
H 3.723394 1.085898 -4.753233
O -0.615514 -1.353627 3.060510
Cl -1.248172 -0.115194 3.481888
O -0.912844 0.283619 4.823595
O -0.402077 1.110028 2.609447
O 0.308389 0.646705 -1.402057

Forces on atoms 1 to 2 (eV/Å):
Cr 0.377 -2.130 0.724
C -0.474 0.236 0.278

As for the HOMO energy (alpha / beta): -6.178 / -5.189 eV. The value obtained for the orbital gap (alpha / beta) is 5.89 / 4.75 eV. As for the charge: 0. The calculation puts the total energy at -3843.53726 hartree. Its spin multiplicity is 5.